[1]
Molecular formula: C7H6N5O2
Method: DFT, ωB97M-V/def2-TZVPD

Geometry as XYZ:
```
20
C7H6N5O2 | OMol25 | ωB97M-V/def2-TZVPD
N 0.622 -1.831 -0.289
C 0.199 -0.568 -0.144
N -1.043 -0.362 -0.604
N -1.857 0.640 -0.280
C -3.075 0.644 -0.901
C -3.960 1.656 -0.678
C -5.115 1.882 -0.224
C -5.552 0.907 0.500
C -5.421 -0.210 1.166
C -4.322 -0.921 0.859
O -3.420 -1.686 0.887
N 0.903 0.436 0.370
N 2.210 0.355 0.552
O 2.742 1.549 0.622
H -0.169 -2.504 -0.105
H 1.476 -1.943 0.259
H -1.756 1.397 0.389
H -3.356 0.079 -1.727
H 0.531 1.354 0.184
H 3.780 1.499 0.649
```

Output
HOMO (spin up / spin down)	-10.9 / -10.9	eV
E	-18882.7110	eV
HOMO-LUMO gap (spin up / spin down)	5.000 / 5.000	eV
LUMO (spin up / spin down)	-5.939 / -5.940	eV
charge	+1

***

[2]
Molecular formula: C7H6O
Method: DFT, ωB97M-V/def2-TZVPD

Geometry as XYZ:
```
14
C7H6O | OMol25 | ωB97M-V/def2-TZVPD
C -2.311 0.538 0.369
C -2.582 -1.239 -0.059
C -1.380 -0.733 -0.014
C -0.223 0.266 -0.206
C -1.222 1.306 0.072
C 1.305 0.283 -0.231
C 2.016 -1.043 0.169
O 0.592 0.246 -1.430
H -3.211 1.027 0.506
H -1.064 2.374 0.147
H 1.820 1.235 0.030
H 2.320 -1.520 -0.746
H 1.131 -1.589 0.549
H 2.808 -1.152 0.844
```

Output
HOMO	-9.2	eV
E	-9395.6007	eV
relative energy (zero: lowest compared OMol25 entry of this formula, charge and spin)	152.64	kcal per mole
HOMO-LUMO gap	9.884	eV
LUMO	0.682	eV
charge	0

***

[3]
Molecular formula: C7H6S2
Method: DFT, ωB97M-V/def2-TZVPD

Geometry as XYZ:
```
15
C7H6S2 | OMol25 | ωB97M-V/def2-TZVPD
C -0.950 1.314 -1.967
C -0.860 0.632 -0.613
S -2.201 0.027 0.349
C -1.259 -0.988 1.391
C 0.099 -0.852 1.097
C 1.250 -1.264 1.869
C 2.357 -0.926 1.232
S 2.077 -0.005 -0.303
C 0.391 -0.015 0.021
H -2.074 1.397 -2.109
H -0.517 2.342 -1.775
H -0.272 0.728 -2.767
H -1.833 -1.571 2.012
H 1.294 -1.728 2.810
H 3.283 -1.084 1.666
```

Output
HOMO	-7.6	eV
E	-29024.9200	eV
relative energy (zero: lowest compared OMol25 entry of this formula, charge and spin)	12.89	kcal per mole
HOMO-LUMO gap	8.242	eV
LUMO	0.652	eV
charge	0

***

[4]
Molecular formula: C7H7AuO6S
Method: DFT, ωB97M-V/def2-TZVPD

Geometry as XYZ:
```
22
C7H7AuO6S | OMol25 | ωB97M-V/def2-TZVPD
O 1.936 1.519 -5.079
C 1.248 1.184 -4.213
Au 0.184 1.141 -2.696
O -1.368 2.843 -0.717
C -0.653 2.047 -1.115
C -1.698 -0.472 1.493
O -2.410 0.387 1.242
C 0.855 -1.232 0.104
O 1.858 -0.613 0.098
C 0.039 -2.290 -0.299
O -0.126 -2.733 -1.439
H -0.349 -2.587 0.663
C 1.945 3.639 2.251
S 1.766 1.978 1.613
C 1.597 1.060 3.157
O 0.449 1.902 0.884
H 2.541 3.551 3.165
H 0.963 4.090 2.436
H 2.502 4.186 1.480
H 0.571 1.140 3.539
H 1.871 0.017 2.950
H 2.323 1.506 3.852
```

Output
HOMO (spin up / spin down)	-15.0 / -16.7	eV
⟨S²⟩	2.02
E	-34161.0098	eV
multiplicity	3
relative energy (zero: lowest compared OMol25 entry of this formula, charge and spin)	5.97	kcal per mole
HOMO-LUMO gap (spin up / spin down)	6.707 / 4.688	eV
LUMO (spin up / spin down)	-8.278 / -12.034	eV
charge	+2